The following is a quantum chemistry calculation of 4 unconnected molecules or ions with the total composition C30H44N2O6S5, from the OMol25 dataset.

Frontier orbital gap: 6.906 eV
HOMO energy: -0.29838 hartree
Spin multiplicity: 1
E_LUMO: -1.21 eV

Element x y z (Å)
1 S -2.4080 2.2825 -1.8896
2 S 7.9229 -2.5080 -5.8908
3 S -0.4448 2.8320 0.4055
4 S -4.0728 6.3905 5.5866
5 S -6.9129 -0.4282 0.0549
6 O 3.0337 -5.4167 1.1660
7 O -3.9641 5.4840 4.3970
8 O -5.5873 0.2069 0.3514
9 O 6.8624 -1.4832 -6.1626
10 O 5.7285 -4.4229 -2.2237
11 O 0.4672 -4.9949 -2.7181
12 N -3.2756 2.9895 0.8752
13 N 2.5017 -4.5138 -1.2074
14 C -4.4627 5.3601 7.0218
15 C -0.6740 -2.0888 -0.7268
16 C 0.0354 -1.3062 2.0077
17 C 5.5802 -2.3700 -0.5630
18 C -2.7989 0.4507 -2.0671
19 C -0.8697 -1.1295 0.6217
20 C -3.4029 5.5908 0.5422
21 C 0.5030 -3.2265 -0.6428
22 C -1.5460 -1.9399 -2.1112
23 C -6.5869 -2.0700 -0.6339
24 C 6.7175 -0.1638 1.4570
25 C 3.3072 -3.4041 -1.8460
26 C 1.0533 -4.3411 -1.7112
27 C 6.4188 -1.6989 2.0301
28 C 2.4507 -4.5783 0.3047
29 C 7.1953 -3.7732 -4.8214
30 C -2.3904 6.8115 6.1045
31 C 6.4721 0.2668 -0.1208
32 C -7.5354 0.3026 -1.4786
33 C 5.8754 -0.8761 -1.1848
34 C -1.5321 -0.4024 -2.7261
35 C -3.1748 4.3219 1.5846
36 C -2.5630 1.8520 3.1732
37 C 5.8274 -2.8406 0.9886
38 C 1.4191 -3.3704 0.7089
39 C -3.5259 1.8521 1.8413
40 C 4.9350 -3.5096 -1.6024
41 C -2.1123 2.7263 -0.0553
42 C 8.0570 -3.5544 -7.3615
43 C 1.2388 -2.4665 2.0646
44 H -7.7695 1.3538 -1.2908
45 H 8.7353 -4.3862 -7.1568
46 H -4.6591 1.9277 2.2061
47 H 7.1252 0.6175 2.2491
48 H -3.4327 0.8258 1.2842
49 H 5.5580 -3.9434 1.2744
50 H -7.5249 -2.5161 -0.9729
51 H 2.9897 -2.3201 -1.5388
52 H -3.7295 0.3735 -2.7970
53 H 5.6661 -0.5538 -2.3113
54 H -4.4343 5.9681 7.9290
55 H -1.8099 -0.5155 -3.8804
56 H -8.4436 -0.2178 -1.7913
57 H -2.4269 7.3742 7.0404
58 H 6.7027 1.3690 -0.4393
59 H -1.4144 1.8541 2.9468
60 H 6.5887 -2.0197 3.1455
61 H -4.0032 4.4251 2.4117
62 H -3.1355 -0.0043 -1.0333
63 H 7.0716 -3.9339 -7.6418
64 H 7.9004 -4.5981 -4.6962
65 H -6.7756 0.2369 -2.2615
66 H -1.6953 -0.2978 0.5801
67 H -2.4635 5.8186 -0.1206
68 H 6.2610 -4.1392 -5.2546
69 H -2.7562 2.7866 3.8868
70 H -2.1392 4.4215 2.1242
71 H 6.9890 -3.3248 -3.8459
72 H 8.4598 -2.9519 -8.1786
73 H -1.8007 5.9013 6.2364
74 H 3.1568 -3.4677 -3.0281
75 H -5.4692 4.9534 6.8925
76 H -5.8848 -1.9933 -1.4674
77 H -6.1523 -2.6936 0.1505
78 H -0.1690 -0.5743 2.9213
79 H -4.3327 5.4337 -0.1629
80 H -2.7644 0.8719 3.8230
81 H -0.4994 0.1418 -2.6238
82 H -3.6717 6.5201 1.2372
83 H -1.2045 -2.7120 -2.9430
84 H -1.9345 7.4299 5.3282
85 H -3.7483 4.5366 7.0982
86 H 1.9432 -2.6346 2.9852
87 H -2.6651 -2.1850 -1.8565

---

The following is a quantum chemistry calculation of C3H3NO in the gas phase, from the OMol25 dataset.

Frontier orbital gap: 10.953 eV
HOMO energy: -0.37173 hartree
Spin multiplicity: 1
E_LUMO: 0.84 eV

Element x y z (Å)
1 O 0.8106 1.6149 -0.0585
2 N 1.3451 -0.6141 -0.0488
3 C -0.8669 0.1046 -0.1895
4 C -2.0843 0.1419 -0.0181
5 C 0.5201 0.4418 -0.0558
6 H 1.1280 -1.5920 -0.1535
7 H -3.1215 0.2312 0.2419
8 H 2.2689 -0.3283 0.2822

---

The following is a quantum chemistry calculation of a molecular structure, C15H14I2IrN3O4, from the OMol25 dataset.

Frontier orbital gap (alpha / beta): 7.848 / 5.211 eV
HOMO energy (alpha / beta): -0.53218 / -0.53566 hartree
Spin multiplicity: 5
E_LUMO (alpha / beta): -6.63 / -9.37 eV
Charge: +2

Element x y z (Å)
1 Ir 0.7224 -0.8284 0.0761
2 I -1.1186 -0.9908 4.7083
3 I -4.6157 3.5221 3.0740
4 O 1.2761 -3.3063 1.4926
5 O -1.3871 -2.9465 0.6896
6 O -0.0122 -0.3100 1.9137
7 O -1.2135 -1.0937 -0.5414
8 N 2.3314 -0.7242 -1.1430
9 N 0.8623 -2.8143 0.5573
10 N 0.6823 1.1978 -0.3154
11 C -0.6868 1.7598 -0.2046
12 C -3.0763 2.2703 2.6990
13 C -2.7091 1.2957 3.6359
14 C -3.3329 -2.2017 -0.4743
15 C 3.2481 -1.7006 -1.3207
16 C 4.2811 -1.5631 -2.2178
17 C 3.4439 0.6179 -2.7608
18 C -1.6695 0.4458 3.3599
19 C -1.8916 -2.1342 -0.0619
20 C 1.3133 1.4239 -1.6436
21 C 4.3813 -0.3878 -2.9500
22 C -2.3639 2.3934 1.4746
23 C 2.4230 0.4249 -1.8560
24 C -1.3325 1.5580 1.1551
25 C -0.9605 0.5388 2.1005
26 H -3.5185 -1.6523 -1.3933
27 H 1.2652 1.6411 0.3964
28 H -2.6537 3.1787 0.7873
29 H 3.5034 1.5448 -3.3146
30 H -3.9302 -1.7625 0.3274
31 H -1.2928 1.2812 -0.9748
32 H -3.6244 -3.2434 -0.5768
33 H -3.2434 1.2160 4.5723
34 H 1.6833 2.4463 -1.7299
35 H 0.5444 1.2811 -2.4070
36 H 5.1842 -0.2538 -3.6624
37 H 3.1328 -2.5890 -0.7183
38 H -0.6402 2.8300 -0.4182
39 H 4.9952 -2.3651 -2.3355

---

The following is a quantum chemistry calculation of a molecular structure, C20H20IrN3O2S3SeSi, from the OMol25 dataset.

Frontier orbital gap (alpha / beta): 5.996 / 5.995 eV
HOMO energy (alpha / beta): -0.28426 / -0.28426 hartree
Spin multiplicity: 1
E_LUMO (alpha / beta): -1.74 / -1.74 eV

Element x y z (Å)
1 Ir 0.3630 -0.0258 -0.8002
2 Se 1.9978 -1.8728 -0.9180
3 S 1.6286 2.4582 -0.8569
4 S -1.8353 1.9074 -2.9417
5 S 0.3915 0.0480 1.6691
6 Si -0.1694 -1.8476 4.3169
7 O -2.9864 1.3883 -2.2683
8 O -1.6479 1.5414 -4.3126
9 N 3.8057 -1.3158 -5.1847
10 N -1.1071 -1.5290 0.2959
11 N -0.4455 1.5263 -2.0775
12 C -1.7988 -3.2420 2.3257
13 C -0.5110 3.8752 -1.9526
14 C -2.3032 5.9328 -2.3794
15 C 2.7034 -0.6734 -4.8365
16 C 3.8446 -2.3531 -3.0409
17 C 4.3610 -2.1349 -4.3062
18 C -2.3153 -3.4173 1.0467
19 C -0.6618 -0.0949 4.8826
20 C 2.1002 -0.8053 -3.5965
21 C 0.1814 2.6246 -1.6879
22 C -0.9573 -2.1772 2.6130
23 C -1.6845 3.6674 -2.6652
24 C -0.6500 -1.3369 1.5425
25 C -2.5828 4.6762 -2.9055
26 C -0.8690 -3.0827 5.5896
27 C -1.1347 6.1525 -1.6600
28 C 2.6982 -1.6561 -2.6727
29 C -1.9310 -2.5354 0.0513
30 C -0.2104 5.1387 -1.4599
31 C 1.7135 -2.1079 4.1744
32 H -3.0080 6.7409 -2.5183
33 H 2.2811 -0.0115 -5.5803
34 H -1.7356 -0.0139 5.0337
35 H -0.3718 0.6519 4.1505
36 H 2.1288 -1.5502 3.3410
37 H -0.4751 -2.8294 6.5679
38 H 4.3140 -3.0222 -2.3356
39 H -0.5799 -4.1083 5.3853
40 H -2.0496 -3.9342 3.1158
41 H 5.2657 -2.6328 -4.6338
42 H -0.1747 0.1579 5.8195
43 H 1.9622 -3.1563 4.0328
44 H -0.9581 7.1288 -1.2345
45 H 1.1983 -0.2530 -3.3402
46 H -1.9513 -3.0432 5.6608
47 H -2.9898 -4.2276 0.8194
48 H -2.2815 -2.6292 -0.9671
49 H -3.4843 4.4782 -3.4643
50 H 0.7057 5.2981 -0.9128
51 H 2.2166 -1.7725 5.0761

---

The following is a quantum chemistry calculation of CHClFNO2 in the gas phase, from the OMol25 dataset.

Frontier orbital gap: 11.262 eV
HOMO energy: -0.42471 hartree
Spin multiplicity: 1
E_LUMO: -0.30 eV

Element x y z (Å)
1 Cl 0.6159 -1.1713 1.4604
2 F 0.0534 -1.2881 -1.1164
3 O 0.0043 1.6710 0.8284
4 O 0.7844 1.3017 -1.1302
5 N 0.2112 0.9757 -0.1079
6 C -0.3218 -0.6069 -0.0554
7 H -1.3473 -0.8820 0.1211

---

The following is a quantum chemistry calculation of C3HBrClNO in the gas phase, from the OMol25 dataset.

Frontier orbital gap (alpha / beta): 8.447 / 8.446 eV
HOMO energy (alpha / beta): -0.29322 / -0.29321 hartree
Spin multiplicity: 1
E_LUMO (alpha / beta): 0.47 / 0.47 eV

Element x y z (Å)
1 Br 4.0843 -0.7626 -0.1078
2 Cl 2.8137 2.9767 0.0595
3 O 1.3954 -0.7100 0.0115
4 N 0.5797 1.3586 -0.0708
5 C 1.8418 1.6165 -0.0943
6 C 2.5059 -0.0257 0.0093
7 C 0.3343 0.1068 0.0152
8 H -0.5963 -0.2390 -0.1912